1.
{
  "formula": "C20H65N32O17",
  "method": "wB97M-V/def2-TZVPD",
  "elements": ["C", "C", "O", "O", "C", "O", "C", "N", "C", "N", "C", "N", "N", "H", "H", "H", "H", "H", "H", "H", "H", "H", "C", "O", "N", "N", "H", "H", "H", "H", "C", "O", "N", "N", "H", "H", "H", "H", "C", "O", "N", "N", "H", "H", "H", "H", "C", "O", "N", "N", "H", "H", "H", "H", "C", "O", "N", "N", "H", "H", "H", "H", "C", "O", "N", "N", "H", "H", "H", "H", "C", "O", "N", "N", "H", "H", "H", "H", "C", "O", "N", "N", "H", "H", "H", "H", "C", "O", "N", "N", "H", "H", "H", "H", "C", "O", "N", "N", "H", "H", "H", "H", "C", "O", "N", "N", "H", "H", "H", "H", "C", "O", "N", "N", "H", "H", "H", "H", "C", "O", "N", "N", "H", "H", "H", "H", "C", "O", "N", "N", "H", "H", "H", "H"],
  "coordinates": [[-0.69411, 3.20040, 0.65534], [-1.42447, 2.95422, 2.03559], [-0.90944, 3.49085, 3.06447], [-2.62376, 2.19120, 2.22548], [-3.74476, 2.97722, 1.74607], [-3.93957, 4.15940, 2.11958], [-4.66589, 2.22087, 0.65770], [-3.69380, 1.45454, -0.20971], [-3.31069, 2.15272, -1.38181], [-2.37027, 1.25150, -1.98869], [-2.28344, 0.08366, -1.15502], [-1.47540, -0.97542, -1.41267], [-3.15972, 0.24291, -0.02161], [-0.97340, 2.34861, -0.03870], [-1.03547, 4.19563, 0.22642], [0.44210, 3.16951, 0.75658], [-5.43945, 1.54776, 1.14786], [-5.22992, 2.98631, 0.04640], [-3.67093, 3.16224, -1.72426], [-0.47168, -0.83520, -1.27682], [-1.90480, -1.84583, -1.75247], [-3.35980, -0.38887, 0.76442], [1.34066, 4.22201, -2.23197], [1.26158, 4.03391, -1.02633], [1.50169, 5.45365, -2.77815], [1.26903, 3.19845, -3.11997], [1.56708, 5.62343, -3.76478], [1.55752, 6.23319, -2.14391], [1.15110, 2.27142, -2.74002], [1.32688, 3.31300, -4.11512], [-4.64569, 2.44342, 5.86200], [-5.67608, 2.37517, 5.20531], [-4.53135, 1.90331, 7.10293], [-3.53153, 3.06207, 5.40714], [-3.69549, 1.94920, 7.65721], [-5.34080, 1.43337, 7.47512], [-3.57295, 3.46403, 4.48699], [-2.67711, 3.12662, 5.93042], [1.08031, -0.17177, 4.94201], [1.02833, -1.18429, 5.63031], [-0.03622, 0.49509, 4.54058], [2.24295, 0.37233, 4.52291], [-0.03845, 1.32497, 3.97423], [-0.92001, 0.11426, 4.83394], [3.09218, -0.09037, 4.79977], [2.30336, 1.20517, 3.95916], [3.58657, 0.04811, -3.54977], [2.47674, 0.08737, -3.03237], [4.17568, 1.14070, -4.09698], [4.32030, -1.08919, -3.62358], [5.08260, 1.13029, -4.52727], [3.66167, 2.00531, -4.06130], [3.91749, -1.92209, -3.22713], [5.22989, -1.14247, -4.04685], [4.79007, 2.78735, 4.31393], [3.74291, 2.70270, 3.67682], [4.95415, 2.27528, 5.55750], [5.88907, 3.41324, 3.81419], [5.81221, 2.34589, 6.07386], [4.16377, 1.79718, 5.98895], [5.81226, 3.80904, 2.89244], [6.75785, 3.49893, 4.31053], [2.42590, 1.63726, 8.27382], [2.93779, 2.07786, 7.24808], [2.92236, 1.90534, 9.50742], [1.32603, 0.84782, 8.26499], [2.52192, 1.55660, 10.35866], [3.74030, 2.48902, 9.55602], [0.92813, 0.62318, 7.36878], [0.89672, 0.47903, 9.09378], [4.18023, -1.36058, -7.51503], [4.70326, -2.35830, -7.03936], [3.41414, -0.51214, -6.77893], [4.31623, -1.01199, -8.81808], [2.97735, 0.31059, -7.15163], [3.28620, -0.73426, -5.80613], [4.87758, -1.61620, -9.40081], [3.89413, -0.19796, -9.22497], [-3.36805, -1.62642, 9.51404], [-2.77939, -2.59397, 9.96553], [-2.94778, -0.96712, 8.40100], [-4.49430, -1.12335, 10.08389], [-3.41636, -0.16869, 8.01264], [-2.11564, -1.31214, 7.95092], [-4.83573, -1.58553, 10.90969], [-4.99391, -0.32955, 9.72915], [8.81640, 0.45093, 3.44707], [9.11382, 0.68114, 4.60939], [9.66892, -0.15334, 2.57897], [7.60758, 0.78040, 2.92428], [9.44451, -0.35112, 1.62169], [10.57502, -0.41192, 2.93147], [6.95029, 1.23053, 3.53946], [7.34143, 0.60204, 1.97374], [-8.85838, 0.14616, 5.71886], [-7.90950, -0.61771, 5.61202], [-8.72519, 1.49446, 5.63607], [-10.12802, -0.29011, 5.93004], [-9.49025, 2.13774, 5.72126], [-7.79489, 1.85636, 5.47954], [-10.26606, -1.28433, 5.99721], [-10.92026, 0.31850, 6.02082], [0.56125, -4.25750, -7.23482], [-0.29087, -5.02660, -7.65811], [0.25484, -3.18242, -6.46323], [1.88202, -4.40907, -7.49577], [0.93629, -2.53817, -6.10532], [-0.71642, -3.03663, -6.24493], [2.15028, -5.19524, -8.06245], [2.59600, -3.78622, -7.15534], [-3.92360, -2.08695, -7.02542], [-3.57051, -1.84481, -5.87576], [-3.12118, -2.71651, -7.91716], [-5.14786, -1.74508, -7.50154], [-3.38831, -2.92540, -8.86137], [-2.20496, -2.98553, -7.59799], [-5.77200, -1.27584, -6.86772], [-5.45610, -1.93388, -8.43748], [5.03701, -4.20672, -11.31715], [5.75982, -3.90657, -10.37796], [4.25452, -5.31575, -11.31173], [4.95474, -3.45694, -12.44723], [3.65481, -5.58076, -12.07116], [4.28920, -5.89695, -10.49142], [5.52123, -2.62689, -12.48906], [4.36854, -3.68596, -13.22870], [-4.16768, -4.61496, -1.66027], [-4.28388, -4.81587, -0.46291], [-3.98699, -3.36743, -2.17691], [-4.20781, -5.61053, -2.57875], [-3.88907, -3.17503, -3.15900], [-3.95329, -2.60467, -1.52396], [-4.33999, -6.54679, -2.23422], [-4.11406, -5.46410, -3.56742]],
  "atomic_forces_ev_per_a": [[-1.00, -1.37, 0.15], [3.88, 3.47, 4.24], [-2.65, -2.85, -4.24], [-1.28, 1.75, -2.14], [-0.56, 3.25, 1.39], [0.84, -5.32, -1.82], [0.62, -0.46, 1.75], [-2.83, 4.47, -1.27], [3.06, -6.57, 1.39], [-1.99, -0.19, 2.91], [-1.48, 3.33, -0.63], [-0.64, 0.10, 0.56], [2.10, 0.80, -3.68], [0.33, 1.17, 0.53], [0.52, -1.26, 0.59], [-1.86, 0.31, 0.27], [1.13, 0.72, -0.44], [0.94, -0.94, 0.62], [0.47, -1.42, 0.62], [-0.57, -0.41, -0.48], [0.77, 0.48, 0.37], [0.06, 0.57, -0.30], [0.06, -0.08, 0.05], [0.09, 0.20, -0.23], [0.01, 0.55, 0.12], [-0.04, -0.57, -0.14], [0.00, -0.03, 0.06], [0.04, -0.09, -0.11], [0.19, -0.01, -0.19], [-0.09, 0.04, 0.06], [-0.04, 0.08, -0.15], [-0.09, 0.01, -0.10], [-0.25, -0.49, 0.58], [0.24, 0.13, -0.32], [-0.04, 0.21, -0.04], [0.05, 0.09, -0.10], [0.12, 0.11, 0.12], [-0.01, 0.02, -0.07], [0.82, -0.27, -0.11], [-0.32, 0.14, 0.17], [-1.06, 0.16, -0.08], [0.01, -0.26, -0.22], [0.19, 0.06, 0.18], [0.13, 0.03, -0.06], [-0.11, 0.09, -0.03], [0.30, 0.17, 0.21], [0.20, 0.04, 0.33], [-0.29, 0.03, -0.07], [-0.09, 0.61, -0.16], [-0.11, -0.46, 0.06], [-0.05, -0.05, 0.03], [0.13, -0.09, 0.11], [0.12, 0.08, -0.05], [-0.06, -0.03, -0.05], [-0.09, -0.12, 0.66], [0.10, -0.03, -0.19], [-0.23, -0.61, -0.37], [0.34, 0.34, -0.67], [0.00, 0.06, -0.09], [0.27, 0.54, 0.02], [0.03, -0.01, 0.16], [-0.07, 0.02, 0.04], [-0.13, -0.15, -0.02], [-0.36, -0.10, 0.54], [0.45, 0.34, 0.27], [-0.39, 0.04, -0.30], [0.01, -0.01, -0.08], [-0.12, -0.09, 0.03], [0.09, -0.22, 0.07], [0.09, -0.03, -0.04], [0.23, -0.21, -0.34], [-0.27, 0.04, 0.21], [-0.46, 0.19, 0.56], [0.29, -0.16, -0.51], [0.04, -0.07, -0.02], [0.06, 0.03, -0.14], [-0.03, -0.06, 0.08], [0.00, -0.05, 0.08], [0.23, -0.51, 0.25], [-0.09, 0.22, -0.08], [0.50, 0.32, -0.52], [-0.46, 0.13, 0.43], [-0.05, -0.23, -0.05], [-0.14, -0.01, 0.04], [0.04, 0.06, -0.13], [0.01, -0.10, 0.01], [0.06, 0.03, 0.37], [-0.07, 0.04, -0.15], [0.58, -0.27, -0.19], [-0.50, 0.18, 0.00], [-0.01, 0.01, 0.08], [-0.14, 0.03, -0.06], [0.01, -0.05, -0.17], [0.03, -0.01, 0.07], [0.30, -0.10, -0.04], [-0.12, 0.05, 0.03], [0.38, 0.54, -0.09], [-0.48, -0.49, 0.08], [0.00, -0.11, 0.02], [0.03, -0.01, 0.01], [0.01, 0.15, 0.00], [0.08, -0.02, 0.00], [0.18, -0.44, -0.25], [-0.16, 0.22, 0.02], [-0.50, 0.54, 0.35], [0.34, -0.13, -0.15], [-0.01, -0.04, -0.06], [0.22, 0.03, 0.21], [-0.02, 0.12, 0.09], [0.09, -0.05, -0.05], [0.10, -0.10, -0.14], [0.03, -0.06, 0.19], [0.42, -0.04, 0.08], [-0.50, 0.28, 0.18], [0.02, -0.03, 0.07], [-0.15, -0.18, -0.30], [0.06, -0.08, -0.12], [0.05, -0.01, 0.05], [0.22, 0.00, 0.29], [-0.19, 0.17, -0.10], [-0.27, -0.48, 0.25], [0.06, 0.54, -0.35], [0.06, 0.02, 0.03], [0.03, 0.06, -0.14], [-0.04, -0.16, -0.05], [0.05, -0.01, 0.05], [-0.11, -0.60, 0.55], [0.06, 0.25, -0.14], [0.43, 0.97, -0.25], [-0.03, -0.40, -0.21], [-0.10, 0.03, -0.07], [-0.29, -0.20, -0.06], [0.02, 0.13, -0.04], [0.00, 0.01, 0.05]],
  "homo_ev": -10.80,
  "lumo_ha": -0.1406,
  "charge": 1
}

=====

2.
{
  "formula": "C20H66N12O11",
  "method": "wB97M-V/def2-TZVPD",
  "elements": ["C", "O", "C", "C", "C", "N", "H", "H", "H", "H", "H", "H", "H", "H", "H", "H", "H", "C", "O", "C", "C", "C", "N", "H", "H", "H", "H", "H", "H", "H", "H", "H", "H", "H", "C", "O", "C", "C", "C", "N", "H", "H", "H", "H", "H", "H", "H", "H", "H", "H", "H", "C", "O", "C", "C", "C", "N", "H", "H", "H", "H", "H", "H", "H", "H", "H", "H", "H", "N", "C", "N", "O", "H", "H", "H", "H", "N", "C", "N", "O", "H", "H", "H", "H", "N", "C", "N", "O", "H", "H", "H", "H", "N", "C", "N", "O", "H", "H", "H", "H", "O", "H", "H", "O", "H", "H", "O", "H", "H"],
  "coordinates": [[6.34963, 1.50064, -0.39357], [7.79976, 1.42342, -0.39118], [8.33337, 2.32762, 0.56910], [9.83321, 2.42879, 0.55933], [10.65126, 1.15443, 0.85852], [10.21747, 3.43852, 1.50064], [6.04086, 1.13471, -1.37278], [5.94272, 2.51136, -0.42500], [5.95063, 0.89684, 0.42150], [7.98317, 3.31336, 0.26285], [7.89986, 2.21081, 1.56234], [10.03202, 2.69057, -0.47992], [11.70757, 1.34295, 1.05026], [10.73215, 0.45897, 0.02313], [10.20126, 0.80004, 1.78589], [9.49339, 4.14262, 1.50754], [10.97507, 3.90694, 1.02447], [-5.27178, -0.80694, -10.36660], [-4.03014, -1.44673, -10.24135], [-3.10532, -0.62775, -9.61354], [-3.51084, -0.23034, -8.17615], [-2.38790, 0.49915, -7.41538], [-3.72281, -1.48992, -7.52535], [-5.97209, -1.28498, -11.05153], [-5.24898, 0.27454, -10.50062], [-5.69974, -0.85177, -9.36513], [-2.23164, -1.26151, -9.46133], [-2.73563, 0.15586, -10.27488], [-4.38762, 0.41724, -8.17216], [-1.57478, -0.21584, -7.29002], [-2.73732, 0.91473, -6.47022], [-1.99914, 1.42320, -7.84334], [-2.84505, -1.97693, -7.63699], [-4.40474, -1.96182, -8.10187], [-5.75088, -1.13103, 4.75799], [-6.95252, -1.90316, 5.04605], [-7.99529, -1.19094, 5.58850], [-7.70541, -0.86413, 7.07756], [-7.61713, -2.13955, 7.93961], [-8.58931, 0.16979, 7.47854], [-5.54918, -0.29640, 5.42941], [-5.91836, -0.56165, 3.84375], [-4.87489, -1.75340, 4.57523], [-8.13668, -0.32158, 4.94637], [-8.92446, -1.75508, 5.66908], [-6.71963, -0.39938, 7.05903], [-6.73246, -2.62954, 7.53297], [-8.25068, -2.97672, 7.64659], [-7.69538, -1.97086, 9.01364], [-8.46414, 0.20507, 8.48012], [-9.45955, -0.33959, 7.42115], [-1.70875, 1.94325, 5.97758], [-2.38786, 1.98130, 7.19025], [-2.12879, 3.04599, 8.08111], [-2.78209, 2.87656, 9.50058], [-2.28149, 1.58822, 10.30917], [-4.21616, 3.03002, 9.59433], [-0.72994, 2.38596, 6.16208], [-2.06302, 2.65311, 5.23014], [-1.33654, 1.02474, 5.52383], [-1.08028, 3.29685, 8.24171], [-2.55773, 3.94484, 7.63818], [-2.45132, 3.83516, 9.90031], [-3.02855, 1.45301, 11.09132], [-1.34158, 1.98484, 10.69304], [-2.20185, 0.74288, 9.62568], [-4.58988, 2.16301, 9.23555], [-4.50934, 2.93593, 10.55626], [2.70313, 5.27722, -5.83929], [3.51559, 4.19815, -5.94072], [4.66075, 4.52616, -6.49510], [3.28456, 3.08555, -5.52636], [1.76353, 5.20451, -5.47600], [3.14134, 6.18426, -5.91250], [5.29754, 3.74278, -6.52573], [4.89553, 5.49032, -6.30703], [3.36004, -3.08503, -6.30766], [2.55099, -4.07822, -6.06432], [3.08734, -5.08574, -5.44348], [1.39159, -4.03059, -6.32159], [4.34831, -3.24823, -6.43717], [2.94327, -2.17722, -6.45696], [4.09320, -5.15647, -5.50147], [2.55955, -5.93911, -5.32821], [5.27234, -4.21622, 2.19394], [6.03877, -4.69262, 1.23735], [6.10073, -3.94757, 0.26377], [6.62801, -5.77699, 1.39139], [5.18971, -4.79188, 3.01970], [4.85139, -3.29904, 2.15287], [5.36624, -3.30281, 0.00898], [6.79809, -4.22936, -0.41032], [-0.99686, -1.51150, -0.69730], [0.13651, -1.45681, -1.25753], [0.04342, -0.82686, -2.38644], [1.05416, -2.11450, -0.84325], [-1.16491, -1.93894, 0.20222], [-1.76679, -1.13553, -1.23204], [-0.85009, -0.44299, -2.65917], [0.84222, -0.51579, -2.92053], [-0.26839, -6.42675, 0.41144], [0.13089, -5.69073, -0.05234], [0.47148, -6.90192, 0.78962], [-4.53242, -0.57632, -3.05253], [-4.89749, 0.30736, -3.09801], [-4.40315, -0.82989, -3.96644], [-1.48251, 3.75035, -2.24349], [-2.40465, 4.00546, -2.21521], [-1.29976, 3.41325, -1.36645]],
  "atomic_forces_ev_per_a": [[1.07, -0.44, -0.98], [-0.78, 0.38, 0.59], [-0.84, 0.13, -0.46], [0.48, -1.70, -1.24], [-0.39, 0.42, 0.12], [0.30, 0.92, -0.06], [-0.01, -0.59, 0.19], [0.35, 0.35, 0.65], [-0.20, 0.16, -0.01], [-0.05, 0.50, -0.03], [0.11, -0.63, 0.37], [0.31, 0.35, -0.26], [-0.06, 0.67, 0.28], [-0.88, -0.30, 0.19], [0.27, -0.84, -0.14], [-0.24, 0.30, 0.27], [0.54, 0.30, 0.52], [-0.91, 0.16, 1.49], [-0.45, -0.17, -1.32], [1.54, 0.44, 0.57], [1.13, 1.12, -0.65], [-0.22, 0.37, -0.31], [-0.98, 0.04, 1.02], [0.54, -0.12, -0.17], [0.52, 0.12, -0.80], [-0.80, -0.19, 0.09], [0.23, -0.11, -0.09], [-0.44, 0.58, -0.07], [-0.24, -0.25, 0.09], [0.18, 0.23, 0.33], [-0.14, -0.78, 0.37], [0.07, -0.25, -0.85], [0.00, -0.54, 0.21], [-0.02, -0.64, 0.18], [-1.34, 0.58, -0.74], [2.22, -1.30, -0.58], [0.07, 0.85, 1.42], [1.67, -0.14, -1.44], [0.23, -0.36, -1.56], [-1.22, -0.30, 0.86], [0.11, -0.54, 0.78], [-0.18, -0.21, -0.56], [-0.37, -0.27, 0.47], [-0.44, 0.55, 0.46], [0.03, -0.53, -0.87], [0.30, -0.17, 0.31], [0.89, 0.21, 1.06], [-1.25, 0.47, 0.08], [0.50, -0.07, -0.12], [-0.07, 0.68, 0.46], [-1.13, 0.55, -0.02], [2.37, 2.14, -0.01], [-0.67, -1.68, 0.63], [-1.44, 0.23, 0.23], [0.87, -0.29, -0.20], [-0.22, 2.69, -1.20], [-0.82, -0.76, -1.12], [0.59, 0.31, 0.18], [-0.85, -0.31, -0.24], [-1.33, -0.73, 0.47], [0.44, -0.63, -0.15], [-0.20, 0.33, 0.05], [0.67, -0.25, 0.82], [0.41, -0.37, 0.11], [0.28, -1.04, 0.36], [0.15, -0.02, 0.30], [-0.53, -0.14, -0.66], [0.28, 0.50, 0.43], [-1.15, 0.88, 0.23], [-1.53, -0.51, 1.48], [2.20, 0.49, -1.21], [-0.87, -0.95, -0.12], [0.44, -0.05, 0.12], [-0.67, -0.12, -0.07], [0.50, 0.69, 0.15], [1.06, -0.48, -0.55], [2.68, 3.06, -0.88], [-1.50, 0.09, -0.21], [2.36, -3.50, 1.60], [-3.55, 0.27, -0.58], [-0.27, 0.53, 0.19], [0.35, -0.31, -0.35], [-0.21, -0.37, 0.43], [0.10, 0.25, -0.21], [-2.16, 0.53, 3.06], [0.58, -5.92, 5.86], [1.51, 4.58, -8.15], [0.09, 0.59, -0.46], [-0.18, 0.35, -0.18], [0.14, -0.35, 0.22], [0.39, -0.08, -0.01], [-0.42, 0.31, -0.37], [-6.49, 0.33, 3.24], [2.41, -2.31, -0.04], [0.76, 2.86, -4.48], [3.07, -0.39, 0.75], [0.20, -0.05, -0.49], [-0.36, -0.22, 0.88], [0.50, 0.14, -0.11], [-0.12, -0.38, 0.22], [-0.25, -0.08, 0.05], [0.09, 0.27, -0.16], [0.17, -0.14, 0.10], [0.17, -0.04, 0.31], [-0.12, 0.20, 0.01], [0.05, -0.19, -0.36], [0.12, 0.00, -0.21], [-0.23, 0.09, -0.02], [0.11, -0.10, 0.23]],
  "homo_ev": -9.30,
  "lumo_ha": 0.0028
}